C41H39N6O4P2Sn | ωB97M-V/def2-TZVPD

Calculated values
Energy relative to the best compared isomer or geometry (same formula, charge and spin)   2.364 eV
HOMO energy   -14.23 eV
Energy   -84664.0393 eV
Lowest unoccupied orbital energy   -9.36 eV
Net charge   +3

Each line ends with the Mulliken charge.
Atoms and positions in Å:
Sn (0.437, 0.979, 0.519)  0.997
C (6.506, -7.795, -6.754)  -0.778
O (6.986, -7.817, -5.419)  -0.341
C (6.780, -6.875, -4.544)  0.889
C (7.360, -7.105, -3.265)  -0.624
C (7.221, -6.209, -2.253)  -0.390
C (6.506, -4.997, -2.469)  0.478
C (5.934, -4.756, -3.753)  -0.381
C (6.057, -5.669, -4.757)  -0.601
N (6.373, -4.152, -1.461)  -0.628
N (5.993, -3.011, -1.381)  0.329
C (5.294, -2.072, -0.860)  0.386
C (5.744, -0.715, -1.019)  -0.659
C (4.969, 0.349, -0.709)  -0.825
C (3.640, 0.184, -0.182)  0.655
O (2.889, 1.134, 0.075)  -0.582
C (3.192, -1.194, 0.066)  0.012
N (1.967, -1.315, 0.582)  -0.074
C (1.529, -2.503, 0.946)  -0.493
C (2.288, -3.661, 0.774)  -0.935
C (3.523, -3.567, 0.160)  -0.540
C (4.003, -2.307, -0.216)  0.933
H (7.078, -8.566, -7.270)  0.260
H (6.660, -6.828, -7.235)  0.331
H (5.447, -8.063, -6.780)  0.358
H (7.921, -8.018, -3.139)  0.469
H (7.656, -6.394, -1.283)  0.490
H (5.414, -3.822, -3.917)  0.437
H (5.613, -5.470, -5.720)  0.381
H (6.737, -0.570, -1.415)  0.529
H (5.326, 1.361, -0.839)  0.493
H (0.545, -2.516, 1.396)  0.542
H (1.915, -4.612, 1.120)  0.496
H (4.122, -4.453, 0.000)  0.519
O (-0.085, 2.188, 2.439)  -0.717
C (-0.761, 1.212, 2.834)  0.365
O (-0.474, 0.039, 2.469)  -0.634
C (-2.072, 1.460, 3.478)  0.644
C (-2.328, 1.500, 4.835)  -0.514
C (-3.626, 1.729, 5.268)  -0.628
C (-4.652, 1.891, 4.351)  -0.898
C (-4.398, 1.837, 2.992)  -0.188
C (-3.094, 1.644, 2.543)  0.007
P (-2.699, 1.532, 0.760)  0.841
C (-3.685, 0.030, 0.379)  1.143
C (-4.831, 0.010, -0.411)  -0.606
C (-5.528, -1.178, -0.581)  -0.657
C (-5.104, -2.340, 0.046)  -0.579
C (-3.963, -2.321, 0.835)  -0.875
C (-3.246, -1.148, 0.985)  -0.585
C (-3.625, 2.853, -0.084)  0.436
C (-4.261, 3.922, 0.538)  -0.560
C (-4.980, 4.822, -0.232)  -0.699
C (-5.069, 4.668, -1.606)  -0.723
C (-4.392, 3.632, -2.234)  -0.329
C (-3.655, 2.746, -1.476)  -0.730
H (-1.519, 1.373, 5.540)  0.525
H (-3.831, 1.785, 6.326)  0.440
H (-5.662, 2.063, 4.695)  0.453
H (-5.203, 1.942, 2.278)  0.561
H (-5.189, 0.914, -0.882)  0.451
H (-6.423, -1.189, -1.185)  0.521
H (-5.662, -3.256, -0.072)  0.441
H (-3.654, -3.217, 1.353)  0.493
H (-2.356, -1.130, 1.602)  0.494
H (-4.200, 4.056, 1.607)  0.556
H (-5.477, 5.653, 0.241)  0.448
H (-5.648, 5.362, -2.194)  0.420
H (-4.436, 3.525, -3.307)  0.438
H (-3.085, 1.946, -1.943)  0.185
C (-3.071, -1.561, -4.886)  -0.785
N (-2.946, -2.601, -3.770)  0.243
C (-1.726, -3.455, -4.075)  -0.772
N (-0.571, -2.648, -4.211)  0.207
C (-0.748, -1.674, -5.278)  -0.961
N (-1.880, -0.813, -4.997)  0.201
C (-1.646, 0.100, -3.901)  -1.140
P (-1.347, -0.785, -2.269)  1.020
C (-2.826, -1.945, -2.449)  -1.425
C (-0.127, -2.038, -2.977)  -1.033
H (-3.920, -0.912, -4.657)  0.362
H (-3.265, -2.101, -5.817)  0.338
H (-3.780, -3.197, -3.771)  0.398
H (-1.918, -3.980, -5.016)  0.343
H (-1.600, -4.180, -3.265)  0.352
H (-0.920, -2.199, -6.221)  0.327
H (0.155, -1.073, -5.376)  0.383
H (-2.510, 0.765, -3.801)  0.400
H (-0.778, 0.722, -4.137)  0.501
H (-3.736, -1.372, -2.250)  0.417
H (-2.753, -2.711, -1.670)  0.642
H (0.055, -2.819, -2.231)  0.441
H (0.824, -1.529, -3.162)  0.472